C55H77GeN9O5S2ScSi2Te as an isolated structure. Source: the OMol25 dataset; level of theory: wB97M-V/def2-TZVPD.

The geometry in XYZ format:
```
153
Properties=species:S:1:pos:R:3:forces:R:3:lowdin_charge:R:1
Sc -0.0839 0.5636 -0.8550 0.3 -0.6 0.3 0.4500
C 0.3596 1.2258 -5.4233 0.1 0.0 0.0 -0.0292
C 1.0332 0.1263 -4.6486 0.0 0.0 0.0 -0.3336
C 1.7102 -0.8685 -5.3362 0.0 0.0 0.0 -0.0519
C 2.4172 -1.8151 -4.6049 0.0 0.0 0.0 -0.0609
C 2.4577 -1.7404 -3.2315 -0.1 0.0 -0.1 -0.0392
C 1.7613 -0.6965 -2.5852 0.1 0.0 0.1 -0.4494
N 1.0334 0.1901 -3.3076 0.1 0.2 0.0 0.0757
N 1.7483 -0.4685 -1.2394 -0.1 0.0 0.0 -0.1751
Si 2.8197 -1.3585 -0.1814 -0.1 0.0 -0.1 0.3846
C 4.6044 -1.1833 -0.7780 0.1 0.0 -0.1 -0.1669
C 2.3663 -3.1667 -0.1232 0.0 -0.1 0.0 -0.1607
C 2.7523 -0.6395 1.5372 0.0 0.1 0.1 -0.1653
H 1.1173 1.8821 -5.8598 0.0 0.0 0.0 0.0897
H -0.2870 1.8244 -4.7867 0.0 0.0 0.0 0.0179
H -0.2377 0.8231 -6.2401 0.0 0.0 0.0 0.0798
H 1.6816 -0.8908 -6.4175 0.0 0.0 0.0 0.1108
H 2.9463 -2.6116 -5.1152 0.0 0.0 0.0 0.1082
H 3.0034 -2.4744 -2.6566 0.0 0.0 0.0 0.0782
H 4.8980 -1.9797 -1.4654 0.0 0.0 0.0 0.0232
H 5.2793 -1.2299 0.0834 0.0 0.0 0.0 0.0306
H 4.7782 -0.2316 -1.2884 0.0 0.0 0.0 0.0189
H 3.2415 -3.8050 0.0357 0.0 0.0 0.0 0.0406
H 1.8651 -3.4865 -1.0398 0.0 0.0 0.0 0.0339
H 1.6642 -3.3112 0.6961 0.0 0.0 0.0 -0.0100
H 3.2596 0.3243 1.6268 0.0 0.0 0.0 0.0271
H 3.2322 -1.3404 2.2284 0.0 0.0 0.0 0.0396
H 1.7167 -0.5229 1.8541 0.0 0.0 0.0 -0.0281
C -4.2299 1.2666 2.6274 0.0 0.1 0.1 -0.0342
O -2.9958 1.1302 1.9168 0.0 -0.1 0.2 -0.0087
C -2.8831 1.6180 0.6951 -0.1 0.0 -0.1 -0.5684
O -1.8010 1.5629 0.1279 0.1 0.2 0.0 -0.1959
N -3.9755 2.2201 0.1741 0.1 0.2 0.0 0.0392
N -3.9024 2.7236 -1.1231 0.1 0.0 -0.1 0.0681
H -4.0413 0.8532 3.6115 0.0 0.0 0.0 0.0893
H -5.0182 0.6880 2.1414 0.0 0.0 0.0 0.0823
H -4.5099 2.3178 2.7162 0.0 0.0 0.0 0.1056
H -4.8809 1.9782 0.5422 -0.1 -0.1 0.0 0.1300
H -4.3233 3.6416 -1.1440 0.0 0.1 0.0 0.0991
H -4.3896 2.0930 -1.7493 -0.1 -0.1 -0.1 0.0552
C 3.3996 2.2323 -0.6250 0.0 0.1 0.0 -0.0033
C 2.2765 2.8166 0.1509 0.0 0.0 0.1 -0.3270
N 1.1102 2.2485 0.4063 -0.2 0.0 -0.2 0.0355
C 0.4120 3.1349 1.2120 0.0 0.0 0.0 -0.1432
C 1.1603 4.2353 1.4403 0.1 0.0 0.0 -0.0260
N 2.3436 4.0305 0.7561 0.1 0.0 0.1 0.0049
C 3.4716 4.9347 0.7862 0.0 0.0 0.0 -0.0649
N 4.2806 4.7852 1.9690 -0.1 0.0 0.0 -0.0503
N 3.8116 5.3054 3.1315 0.2 -0.1 0.1 0.0582
N 4.5263 4.8896 4.1027 0.0 0.0 -0.1 0.0775
C 5.5019 4.0481 3.5985 0.0 0.1 0.2 -0.2287
C 6.5193 3.3476 4.2542 0.0 0.0 0.0 -0.0100
C 7.3533 2.5809 3.4767 0.0 0.0 0.0 -0.0807
C 7.1963 2.5156 2.0744 0.0 0.0 0.0 -0.0734
C 6.2043 3.2056 1.4171 0.0 0.0 0.0 -0.0193
C 5.3481 3.9687 2.2201 -0.1 0.0 -0.1 -0.1668
H 3.0135 1.4320 -1.2500 0.0 0.0 0.0 0.0534
H 4.1423 1.8046 0.0505 0.0 0.0 0.0 0.0731
H 3.8829 2.9780 -1.2580 0.0 0.0 0.1 0.0724
H -0.5732 2.9062 1.5728 0.0 0.0 0.0 0.0947
H 0.9894 5.1237 2.0246 0.0 0.0 0.0 0.1243
H 3.0923 5.9519 0.7737 0.0 0.1 0.0 0.1400
H 4.0886 4.7759 -0.0926 0.0 0.0 0.0 0.1310
H 6.6344 3.4148 5.3280 0.0 0.0 0.0 0.1153
H 8.1516 2.0163 3.9402 0.0 0.0 0.0 0.1034
H 7.8805 1.9039 1.5000 0.0 0.0 0.0 0.1066
H 6.1015 3.1556 0.3414 0.0 0.0 0.0 0.1039
Te -0.6642 3.1123 -2.2585 -0.1 0.3 -0.1 1.1975
C 1.1670 3.9440 -2.8362 -0.1 0.0 0.0 -0.9651
C 2.3004 3.3602 -3.3342 0.0 0.0 0.0 -0.2551
C 3.3418 4.2952 -3.5870 0.0 -0.1 0.0 -0.1953
C 2.9904 5.5731 -3.2661 0.0 0.0 0.0 -0.4249
S 1.3870 5.6457 -2.6804 0.0 0.1 0.0 0.9168
H 2.3872 2.2954 -3.4928 0.0 0.0 -0.1 0.0897
H 4.3081 4.0249 -3.9905 0.0 0.0 0.0 0.1067
H 3.5844 6.4703 -3.3553 0.0 0.0 0.0 0.0655
C 0.4971 -4.2874 4.9634 0.0 0.0 0.0 -0.0170
C 1.0981 -4.1557 3.5676 -0.1 0.1 0.0 -0.6224
C 2.6180 -4.1697 3.6569 0.0 0.0 0.0 -0.0250
C 0.6013 -5.2896 2.6755 0.0 0.0 0.0 -0.0174
O 0.7611 -2.8831 2.9819 0.0 -0.1 0.0 -0.1678
Si -0.6586 -2.1069 2.7161 -0.1 0.1 0.0 -0.1055
S -0.7772 -1.3604 0.7690 0.1 0.1 -0.1 0.4614
O -1.8278 -3.2426 2.9156 -0.1 0.1 0.3 -0.1573
C -3.2292 -3.2534 3.2041 0.1 0.0 -0.2 -0.6303
C -3.4179 -3.8637 4.5870 0.0 0.0 0.0 -0.0271
C -3.8262 -1.8526 3.1721 0.1 0.0 0.0 -0.0529
C -3.8727 -4.1220 2.1309 -0.1 0.0 0.0 -0.0180
O -0.8981 -0.9687 3.8739 0.0 -0.1 0.1 -0.1371
C -0.1607 -0.0476 4.6779 0.0 0.0 -0.1 -0.6299
C 1.2077 -0.5877 5.0713 0.0 0.0 0.0 -0.0188
C 0.0009 1.2465 3.8932 0.0 0.0 0.0 -0.0238
C -1.0068 0.1835 5.9229 0.0 0.0 0.0 -0.0253
H 0.7606 -5.2587 5.3885 0.0 0.0 0.0 0.0914
H -0.5880 -4.2109 4.9234 0.0 0.0 0.0 0.0664
H 0.8839 -3.5118 5.6263 0.0 -0.1 0.0 0.0701
H 2.9643 -5.0985 4.1162 0.0 0.0 0.0 0.0885
H 2.9637 -3.3298 4.2639 0.0 0.0 0.0 0.0840
H 3.0596 -4.0859 2.6626 0.0 0.0 0.0 0.0734
H 0.9095 -6.2525 3.0906 0.0 0.0 0.0 0.0896
H 1.0167 -5.1978 1.6717 0.0 0.0 0.0 0.0788
H -0.4862 -5.2676 2.6052 0.0 0.0 0.0 0.0772
H -2.8769 -3.2729 5.3298 0.0 0.0 0.0 0.0849
H -3.0389 -4.8874 4.6093 0.0 0.0 0.0 0.0872
H -4.4760 -3.8803 4.8598 0.0 0.0 0.0 0.0880
H -3.4191 -1.2528 3.9851 0.0 0.0 0.0 0.0751
H -4.9138 -1.9089 3.2769 0.0 0.0 0.0 0.0959
H -3.5765 -1.3607 2.2299 0.0 0.0 0.0 0.0502
H -3.4336 -5.1212 2.1471 0.0 0.0 0.0 0.0871
H -3.6955 -3.6858 1.1451 0.0 0.0 0.0 0.0851
H -4.9508 -4.2110 2.2908 0.0 0.0 0.0 0.0884
H 1.8080 -0.8193 4.1924 0.0 0.0 0.0 0.0652
H 1.1088 -1.4950 5.6685 0.0 0.1 0.0 0.0708
H 1.7328 0.1627 5.6671 0.0 0.0 0.0 0.0940
H 0.6012 1.0683 2.9999 0.0 0.0 0.0 0.0653
H 0.4963 2.0120 4.4967 0.0 0.0 0.0 0.0968
H -0.9766 1.6139 3.5787 0.0 0.0 0.0 0.0760
H -1.1485 -0.7571 6.4594 0.0 0.0 0.0 0.0878
H -1.9890 0.5729 5.6434 0.0 0.0 0.0 0.0783
H -0.5256 0.9003 6.5920 0.0 0.0 0.0 0.0880
C -1.7452 -2.3089 -2.5788 0.0 -0.1 0.0 -0.2691
Ge -2.1520 -0.3633 -2.6135 -0.1 -0.1 0.1 0.8903
C -4.0191 -0.4025 -1.8559 0.0 -0.1 0.0 -0.2951
C -5.1649 0.0212 -2.5374 0.0 0.0 0.0 -0.1277
C -6.4254 0.0007 -1.9451 0.0 0.0 0.0 -0.0942
C -6.5810 -0.4774 -0.6520 0.0 0.0 0.0 -0.1004
C -5.4646 -0.9453 0.0320 0.0 0.0 0.0 -0.1076
C -4.2055 -0.8983 -0.5569 0.0 0.0 0.0 -0.1308
C -2.5690 0.2492 -4.4716 0.0 0.0 -0.1 -0.2736
C -3.0626 1.5291 -4.5437 0.0 0.1 0.0 -0.2030
C -3.4839 2.1329 -5.7490 0.0 0.0 0.0 -0.0751
C -3.4097 1.4341 -6.9158 0.0 0.0 0.0 -0.0426
C -2.8848 0.1183 -6.9209 0.0 0.0 0.0 -0.1799
C -2.7481 -0.5936 -8.1406 0.0 0.0 0.0 -0.0463
C -2.1826 -1.8338 -8.1706 0.0 0.0 0.0 -0.0869
C -1.7219 -2.4198 -6.9711 0.0 0.0 -0.1 -0.0762
C -1.8568 -1.7631 -5.7818 0.0 0.0 0.0 -0.0390
C -2.4532 -0.4754 -5.7034 0.0 0.0 0.0 -0.1746
H -2.4813 -2.8727 -3.1547 0.0 0.0 0.0 0.0219
H -1.7816 -2.6260 -1.5368 0.0 0.0 0.0 -0.0295
H -0.7401 -2.5237 -2.9518 0.0 0.0 0.0 0.0084
H -5.0854 0.3703 -3.5605 0.0 0.0 0.0 0.0899
H -7.2882 0.3393 -2.5070 0.0 0.0 0.0 0.0997
H -7.5625 -0.5157 -0.1943 0.0 0.0 0.0 0.0977
H -5.5773 -1.3620 1.0264 0.0 0.0 0.0 0.0838
H -3.3459 -1.2550 0.0057 0.0 0.0 0.0 0.0355
H -3.1369 2.1217 -3.6363 0.0 0.0 0.0 0.0316
H -3.8633 3.1484 -5.7385 0.0 0.0 0.0 0.1022
H -3.7298 1.8750 -7.8534 0.0 0.0 0.0 0.1088
H -3.0931 -0.1221 -9.0545 0.0 0.0 0.0 0.1083
H -2.0782 -2.3651 -9.1084 0.0 0.0 0.0 0.0992
H -1.2534 -3.3959 -6.9945 0.0 0.0 0.0 0.1024
H -1.4816 -2.2191 -4.8796 0.0 0.0 -0.1 0.0665
```
Forces are in eV/Å.

Results
HOMO energy (alpha / beta): -6.847 / -6.718 eV
Expectation value of S²: 0.758
HOMO-LUMO gap (alpha / beta): 6.975 / 4.689 eV
E_LUMO (alpha / beta): 0.128 / -2.029 eV
Energy above the lowest of the compared OMol25 structures with the same formula, charge and spin: 39.3 kJ/mol
Multiplicity: 2
F_max: 0.0135 Eh/bohr